No. 1
{"formula": "C19H46BaBr3CuN2O11P2", "method": "ωB97M-V/def2-TZVPD", "symbols": ["Cu", "Ba", "O", "H", "C", "O", "N", "C", "C", "H", "H", "H", "H", "H", "H", "H", "C", "O", "N", "C", "C", "H", "H", "H", "H", "H", "H", "H", "C", "Br", "Br", "Br", "H", "C", "C", "O", "P", "O", "O", "C", "C", "O", "C", "C", "H", "H", "H", "H", "H", "H", "H", "H", "H", "H", "H", "H", "H", "H", "H", "C", "C", "O", "P", "O", "O", "C", "C", "O", "C", "C", "H", "H", "H", "H", "H", "H", "H", "H", "H", "H", "H", "H", "H", "H", "H"], "xyz": [[-12.46, 6.47, 0.88], [-12.13, 7.03, -2.42], [-12.90, 5.16, -0.80], [-13.30, 4.27, -0.88], [-14.11, 4.54, -4.09], [-13.23, 5.32, -4.41], [-14.57, 3.63, -4.96], [-15.70, 2.69, -4.81], [-14.24, 3.68, -6.44], [-14.59, 4.42, -3.11], [-16.66, 3.09, -5.15], [-15.80, 2.26, -3.82], [-15.46, 1.74, -5.30], [-14.98, 4.36, -6.86], [-13.25, 4.07, -6.67], [-14.28, 2.68, -6.87], [-9.12, 5.99, -0.25], [-10.30, 6.37, -0.31], [-8.75, 4.93, 0.49], [-7.35, 4.56, 0.66], [-9.75, 4.17, 1.28], [-8.29, 6.44, -0.82], [-7.15, 4.42, 1.72], [-6.67, 5.33, 0.29], [-6.98, 3.70, 0.10], [-9.71, 3.11, 1.01], [-9.51, 4.23, 2.34], [-10.75, 4.60, 1.22], [-11.65, 2.23, -1.74], [-12.59, 1.75, -0.02], [-12.35, 1.18, -3.30], [-9.70, 2.04, -1.52], [-11.75, 3.29, -1.94], [-17.44, 4.07, -1.25], [-16.30, 3.52, -0.50], [-16.55, 2.12, -0.53], [-16.54, 1.22, 0.88], [-15.26, 1.36, 1.60], [-17.90, 1.57, 1.66], [-18.18, 1.15, 2.97], [-17.74, 2.12, 4.09], [-16.83, -0.31, 0.39], [-15.88, -1.12, -0.28], [-15.69, -0.74, -1.81], [-17.41, 5.11, -1.58], [-17.44, 3.55, -2.21], [-18.37, 3.92, -0.71], [-15.31, 3.66, -0.94], [-16.31, 3.77, 0.56], [-19.25, 0.99, 2.87], [-17.79, 0.14, 3.10], [-18.46, 2.94, 4.15], [-17.93, 1.50, 4.97], [-16.68, 2.33, 3.96], [-14.98, -1.06, 0.32], [-16.24, -2.15, -0.27], [-14.96, -1.40, -2.29], [-16.62, -0.80, -2.38], [-15.34, 0.28, -1.98], [-19.81, 7.96, -1.83], [-18.60, 8.70, -2.40], [-17.46, 7.85, -2.52], [-16.02, 8.39, -2.00], [-14.85, 7.62, -2.48], [-16.00, 9.94, -2.47], [-14.97, 10.79, -2.21], [-15.50, 12.15, -1.75], [-16.11, 8.60, -0.36], [-15.84, 7.48, 0.48], [-15.39, 8.10, 1.82], [-20.16, 7.12, -2.43], [-19.65, 7.37, -0.93], [-20.67, 8.60, -1.67], [-18.81, 9.13, -3.38], [-18.45, 9.54, -1.73], [-14.23, 10.31, -1.56], [-14.43, 11.01, -3.13], [-16.18, 12.65, -2.44], [-15.87, 12.11, -0.73], [-14.69, 12.86, -1.59], [-16.81, 7.04, 0.69], [-15.06, 6.82, 0.09], [-16.24, 8.67, 2.20], [-15.03, 7.34, 2.52], [-14.48, 8.68, 1.75]], "lowdin_charge": [0.54, 1.93, -0.60, -0.10, -0.37, -0.15, -0.14, -0.05, 0.00, 0.13, 0.10, 0.07, 0.09, 0.10, 0.09, 0.09, -0.28, -0.21, -0.14, -0.03, -0.03, 0.16, 0.10, 0.10, 0.10, 0.04, 0.10, 0.06, -1.44, 0.65, 0.59, 0.61, -0.07, -0.06, -0.30, -0.22, 0.51, -0.30, -0.19, -0.28, -0.04, -0.19, -0.23, -0.06, 0.06, 0.08, 0.10, 0.08, 0.11, 0.13, 0.12, 0.08, 0.08, 0.07, 0.11, 0.12, 0.07, 0.08, 0.02, -0.06, -0.26, -0.16, 0.53, -0.40, -0.17, -0.32, -0.04, -0.18, -0.26, -0.05, 0.08, 0.07, 0.09, 0.13, 0.11, 0.11, 0.12, 0.09, 0.08, 0.08, 0.13, 0.08, 0.10, 0.08, 0.07], "homo_lumo_gap_ev": 7.20, "e_tot_ev": -319982.4980, "homo_ha": -0.521, "e_lumo_ha": -0.2562, "charge": 2}

***

No. 2
{"formula": "C3H9N5O", "method": "ωB97M-V/def2-TZVPD", "symbols": ["H", "N", "C", "N", "N", "N", "N", "C", "O", "C", "H", "H", "H", "H", "H", "H", "H", "H"], "xyz": [[1.30, 2.53, 0.14], [2.04, 1.86, -0.07], [1.55, 0.66, -0.09], [2.42, -0.36, -0.34], [2.32, -1.55, 0.48], [0.23, 0.41, 0.24], [-0.30, -0.66, -0.37], [-1.58, -0.73, -0.38], [-2.28, 0.25, 0.22], [-3.68, 0.19, 0.11], [3.33, -0.05, -0.48], [1.79, -1.21, 1.35], [1.67, -2.17, -0.07], [-0.37, 1.20, 0.41], [-2.14, -1.55, -0.88], [-3.98, 0.43, -0.92], [-3.93, 0.97, 0.86], [-4.18, -0.80, 0.32]], "lowdin_charge": [0.02, 0.10, -0.52, -0.05, 0.00, 0.01, 0.03, -0.22, -0.13, -0.09, 0.09, 0.10, 0.07, 0.13, 0.14, 0.09, 0.11, 0.10], "de_lowest_kj_mol": 238.93, "homo_lumo_gap_ev": 8.93, "e_tot_ev": -12752.2130, "smiles": "[H]/N=C(/NN)N/N=C\\OC", "homo_ha": -0.306, "e_lumo_ha": 0.0219, "charge": 0}

***

No. 3
{"formula": "C3H5N3S", "method": "ωB97M-V/def2-TZVPD", "symbols": ["C", "S", "C", "N", "H", "H", "H", "N", "C", "N", "H", "H"], "xyz": [[-2.33, -0.70, 0.04], [-1.47, 0.45, 1.15], [-0.45, 1.14, 0.01], [0.13, 1.73, -0.79], [-3.47, -0.60, 0.21], [-2.16, -1.79, 0.17], [-2.12, -0.22, -0.89], [2.55, -0.43, -1.06], [2.36, -0.02, 0.05], [1.92, 0.20, 1.14], [2.56, -0.18, -1.97], [2.48, 0.44, 1.95]], "lowdin_charge": [-0.39, 0.86, -0.71, 0.11, 0.07, 0.05, 0.00, 0.20, -0.42, 0.13, 0.02, 0.08], "de_lowest_kj_mol": 225.98, "homo_lumo_gap_ev": 10.04, "e_tot_ev": -18495.5557, "smiles": "CSC#N.N=C=N", "homo_ha": -0.347, "e_lumo_ha": 0.0214, "charge": 0}

***

No. 4
{"formula": "C9H16N6", "method": "ωB97M-V/def2-TZVPD", "symbols": ["H", "N", "C", "N", "C", "C", "N", "N", "C", "C", "C", "N", "C", "C", "C", "N", "H", "H", "H", "H", "H", "H", "H", "H", "H", "H", "H", "H", "H", "H", "H"], "xyz": [[1.34, 0.36, -2.35], [1.09, -0.05, -1.38], [2.09, 0.14, -0.60], [3.28, 0.65, -0.97], [2.03, -0.46, 0.79], [0.60, -0.66, 1.34], [0.60, -1.24, 2.58], [-0.20, 0.67, 1.43], [-1.21, 0.76, 0.61], [-1.99, 1.85, 0.17], [-1.59, 2.17, -1.29], [-1.43, -0.51, 0.12], [-2.33, -1.13, -0.69], [-1.69, -2.31, -1.04], [-0.52, -2.47, -0.32], [-0.36, -1.30, 0.33], [3.98, 0.56, -0.35], [3.48, 1.01, -1.96], [2.69, -1.35, 0.78], [2.58, 0.28, 1.40], [1.43, -1.74, 2.71], [0.17, -1.02, 3.50], [0.06, 1.44, 2.00], [-3.06, 1.70, 0.32], [-1.68, 2.74, 0.76], [-0.82, 2.93, -1.27], [-2.40, 2.59, -1.79], [-1.16, 1.26, -1.93], [-3.19, -0.46, -0.97], [-2.05, -3.20, -1.50], [0.24, -3.19, -0.42]], "lowdin_charge": [0.12, 0.12, -0.50, 0.17, -0.01, -0.35, 0.16, 0.29, -0.17, -0.11, -0.03, 0.02, 0.10, 0.05, 0.08, 0.05, 0.06, 0.18, 0.16, 0.15, 0.09, 0.17, 0.18, 0.15, 0.16, 0.09, 0.07, 0.12, 0.18, 0.13, 0.16], "de_lowest_kj_mol": 69.68, "homo_lumo_gap_ev": 7.45, "e_tot_ev": -18515.0262, "smiles": "[H]/N=C(\\N)C[C@@]1(N)[NH+]=C(CC)[n+]2cccn21", "homo_ha": -0.593, "e_lumo_ha": -0.3189, "charge": 2}

***

One value per record, in order, for max |F|: 4.25 3.12 3.94 3.71 eV/Å.